1.
Formula: C31H21BF6
Source: the Open Molecules 2025 dataset
Level of theory: ωB97M-V/def2-TZVPD

Geometry as XYZ:
```
59
C31H21BF6, DFT ωB97M-V/def2-TZVPD
F 1.73024 -3.10157 6.57802
C 2.91428 -2.36999 6.67480
C 3.39942 -2.14684 7.94440
C 4.68099 -1.59509 8.07713
C 5.47306 -1.30570 6.95831
C 4.90716 -1.49810 5.71243
F 5.69916 -1.27882 4.59994
C 3.57771 -1.86907 5.52981
B 2.95941 -2.08632 4.07194
C 1.35183 -1.95555 4.05130
C 0.49989 -2.81704 3.33616
F 1.05750 -3.96365 2.77784
C -0.88656 -2.63921 3.24716
C -1.51942 -1.68302 4.09481
C -0.70881 -0.78941 4.83084
C 0.68544 -0.90854 4.72685
F 1.41995 0.03218 5.44160
C 3.47517 -1.15167 2.86128
C 3.31952 -1.59418 1.53864
F 3.06739 -2.94747 1.34262
C 3.53250 -0.80505 0.39451
C 3.96743 0.51693 0.55104
C 4.11501 1.03057 1.84099
C 3.88746 0.20075 2.95176
F 4.15981 0.74631 4.18641
H 3.46608 -3.49729 4.00123
H 2.76896 -2.36332 8.79605
H 5.10769 -1.42084 9.05016
H 6.47699 -0.88710 6.97805
H -1.43994 -3.34257 2.61466
H -2.60317 -1.61619 4.14771
H -1.17194 -0.01338 5.44576
H 3.39413 -1.26936 -0.58887
H 4.17640 1.12655 -0.34126
H 4.44731 2.05952 1.96866
C 4.01243 -4.76669 4.45953
C 5.08415 -5.04769 3.49973
C 6.17684 -4.16032 3.51442
C 7.47254 -4.65349 3.32688
C 7.67258 -5.98339 2.90741
C 6.54411 -6.71417 2.46935
C 5.24604 -6.23586 2.72793
C 3.11288 -5.91928 4.76028
C 1.79907 -5.61033 5.11153
C 0.90816 -6.61050 5.48593
C 1.33037 -7.94910 5.58935
C 2.66002 -8.26475 5.28744
C 3.54716 -7.25792 4.89985
H 4.30841 -4.14814 5.45949
H 5.98495 -3.12945 3.78388
H 8.33040 -4.02105 3.56469
H 8.69707 -6.40722 2.83772
H 6.63914 -7.70291 1.98237
H 4.39867 -6.82848 2.38840
H 1.53521 -4.55598 5.10387
H -0.12312 -6.32117 5.66559
H 0.59885 -8.72995 5.81401
H 3.00531 -9.30146 5.37242
H 4.58732 -7.53017 4.75377
```

Output
HOMO-LUMO gap (eV): 7.4
Charge: 0
Energy (Eh): -1817.84413

2.
Formula: C31H21Cl3GaN7O4S
Source: the Open Molecules 2025 dataset
Level of theory: ωB97M-V/def2-TZVPD

Geometry as XYZ:
```
68
C31H21Cl3GaN7O4S, DFT ωB97M-V/def2-TZVPD
Ga 0.06524 0.44074 0.32963
O -5.13925 -3.26860 -2.08202
C -4.01498 -3.75798 -1.90419
O -3.52997 -4.87649 -2.12584
C -3.00804 -2.76852 -1.24510
C -3.39761 -1.47131 -0.92971
C -2.47813 -0.60866 -0.37965
N -1.20467 -0.99149 -0.17185
C -0.84652 -2.27394 -0.35579
C -1.72676 -3.17977 -0.90753
C 0.49198 -2.63134 0.17311
C 1.15654 -3.80291 -0.16005
C 2.38469 -4.04698 0.42754
C 2.91093 -3.12037 1.31766
C 2.18396 -1.97338 1.58012
N 0.99866 -1.73686 1.02511
C -2.79955 0.73392 0.15304
C -3.99581 1.38941 -0.08960
C -4.20276 2.62332 0.50039
C -3.21428 3.16900 1.30572
C -2.04266 2.46116 1.48263
N -1.85151 1.26319 0.93156
H -4.43096 -1.20712 -1.11017
H -1.47618 -4.21908 -1.07367
H 0.73263 -4.49157 -0.87691
H 2.93331 -4.94702 0.18424
H 3.86786 -3.27731 1.79452
H 2.56318 -1.21236 2.25227
H -4.73954 0.94673 -0.73538
H -5.12537 3.15988 0.32518
H -3.33766 4.13408 1.77484
H -1.22512 2.86094 2.07066
S 0.98223 1.67680 3.40258
C 1.11998 1.15017 1.93537
N 3.97649 2.48102 1.43876
N 4.49011 1.36336 2.26170
C 5.46796 1.93157 3.17090
C 6.72250 1.35014 3.20554
C 7.67762 1.84207 4.08512
C 7.37584 2.91732 4.90734
C 6.11791 3.50504 4.85326
C 5.15845 3.01424 3.98270
N 2.93026 0.76480 -0.39704
N 1.81925 0.15266 -0.75025
C 2.02174 -0.81939 -1.73970
C 0.96072 -1.11704 -2.59672
C 1.09408 -2.13466 -3.52540
C 2.28593 -2.84332 -3.61642
C 3.35276 -2.51427 -2.78885
C 3.23168 -1.50460 -1.84941
H 3.72098 1.03620 2.84708
H 6.93760 0.52736 2.53748
H 8.66096 1.39202 4.11736
H 8.12330 3.30588 5.58639
H 5.88604 4.34975 5.48862
H 4.17870 3.47331 3.91783
H 0.05098 -0.53233 -2.55090
H 0.26808 -2.36755 -4.18427
H 2.38783 -3.63865 -4.34245
H 4.28833 -3.05190 -2.87272
H 4.05398 -1.25275 -1.19326
Cl 1.45774 4.39155 1.42949
C 1.59496 3.07246 0.36240
Cl 2.63568 1.89325 0.88168
Cl 5.59549 3.09949 -0.23425
C 0.68762 2.96301 -0.87286
O 0.63584 3.91487 -1.60271
O -0.11091 1.93200 -0.90154
```

Output
HOMO-LUMO gap (spin up / spin down) (eV): 6.6 / 5.7
Charge: 0
Energy (Eh): -5581.28410